# C19H25FeN3SSi

A structure of composition C19H25FeN3SSi (wB97M-V/def2-TZVPD, the Open Molecules 2025 dataset).

Last column: Löwdin spin population.
CARTESIAN COORDINATES (ANGSTROEM)
C  0.511  -1.154  -0.477  0.08
C  0.218  -0.695  -1.798  0.06
C  1.052  0.447  -2.058  0.05
H  -0.419  -1.181  -2.531  0.01
C  1.828  0.708  -0.876  0.07
C  1.538  -0.315  0.071  0.08
H  2.079  -0.482  1.005  0.00
H  0.194  -2.110  -0.056  0.01
H  1.186  0.958  -3.003  0.01
H  2.563  1.502  -0.782  0.01
Fe  -0.193  0.841  -0.443  3.43
C  -1.684  3.299  -0.510  0.19
H  -0.712  3.159  -0.014  0.02
H  -2.517  3.430  0.227  0.04
H  -2.011  2.366  -1.029  0.05
Si  -1.082  3.070  -2.804  0.41
C  -2.715  3.366  -3.693  0.02
C  -2.729  2.605  -4.877  0.02
H  -1.894  1.920  -5.099  0.01
C  -3.789  2.748  -5.779  0.00
H  -3.783  2.149  -6.692  0.00
C  -4.829  3.641  -5.477  0.01
H  -5.649  3.749  -6.194  0.00
C  -4.853  4.354  -4.271  0.00
H  -5.694  5.014  -4.036  0.00
C  -3.797  4.209  -3.358  0.01
H  -3.809  4.776  -2.420  0.00
C  0.012  4.462  -3.287  0.06
C  -0.255  5.320  -4.391  0.02
H  -1.243  5.245  -4.887  0.00
C  0.709  6.227  -4.870  0.00
H  0.473  6.835  -5.763  0.00
C  1.938  6.343  -4.218  0.01
H  2.675  7.043  -4.585  0.00
C  2.204  5.580  -3.069  0.00
H  3.163  5.687  -2.535  0.00
C  1.246  4.665  -2.601  0.02
H  1.452  4.060  -1.691  0.01
H  -0.583  1.740  -3.253  0.08
H  -1.751  4.199  -1.077  0.02
N  -1.709  -0.282  0.451  0.06
N  -1.204  -0.936  1.656  0.01
C  -0.462  -0.110  2.444  0.03
N  -0.186  -0.531  3.689  0.01
S  0.068  1.368  1.787  0.07
H  -2.531  0.280  0.755  0.01
H  -2.094  -1.009  -0.151  0.00
H  -1.853  -1.601  2.088  0.00
H  0.381  0.010  4.323  0.00
H  -0.454  -1.459  3.982  0.00

charge = +1
<S²> = 8.7744
energy above the lowest of the compared OMol25 structures with the same formula, charge and spin = 29.6 kcal/mol
2S+1 = 6

***

# C28H62BrN4O10P3S2

A cluster of 3 separate species, C28H62BrN4O10P3S2 in total (wB97M-V/def2-TZVPD, the Open Molecules 2025 dataset).

Last column: Mulliken charge in e.
CARTESIAN COORDINATES (ANGSTROEM)
C  -6.699  0.949  -4.781  -1.17
C  -5.846  -0.410  -4.866  -0.09
C  -6.025  -1.142  -3.483  -0.93
C  -4.778  -2.043  -3.035  -0.40
N  -3.719  -2.167  -4.055  -0.38
P  -2.042  -2.152  -3.365  1.08
C  -2.291  -0.298  -3.091  -0.18
C  -1.177  0.607  -3.816  -1.04
C  -0.537  1.679  -2.824  0.28
S  0.100  3.113  -3.810  -0.28
C  -2.514  -3.638  -2.313  -0.99
C  -1.353  -4.694  -1.975  -0.77
S  -0.989  -4.755  -0.143  -0.23
C  0.725  -5.369  -0.159  0.59
N  1.228  -6.158  -1.124  -0.20
N  2.534  -6.319  -0.744  -0.57
C  2.775  -5.666  0.377  0.04
O  1.618  -5.017  0.817  -0.26
C  -1.311  -2.566  -5.083  -0.90
C  -1.390  -4.074  -5.428  0.13
O  -0.519  -4.837  -5.162  -0.43
Br  -2.929  -4.890  -6.404  -0.19
N  -0.408  -1.968  -2.734  -0.27
C  -0.248  -1.588  -1.335  0.62
C  1.181  -2.077  -0.793  -0.63
C  2.039  -0.791  -0.392  -1.16
H  -6.092  1.703  -4.217  0.25
H  -7.029  1.312  -5.785  0.35
H  -7.586  0.708  -4.134  0.30
H  -6.321  -1.026  -5.666  0.35
H  -4.800  -0.113  -5.107  0.17
H  -6.290  -0.433  -2.648  0.40
H  -6.918  -1.820  -3.588  0.28
H  -5.202  -3.073  -2.847  0.36
H  -4.439  -1.651  -2.043  0.01
H  -3.894  -3.015  -4.600  0.14
H  -2.405  -0.012  -1.988  -0.33
H  -3.234  0.101  -3.560  0.23
H  -0.406  0.005  -4.351  0.27
H  -1.659  1.243  -4.614  0.68
H  -1.321  2.081  -2.136  0.01
H  0.344  1.256  -2.271  0.02
H  0.410  2.633  -5.068  0.14
H  -2.956  -3.345  -1.327  0.61
H  -3.219  -4.273  -2.920  0.46
H  -0.438  -4.574  -2.596  0.28
H  -1.722  -5.736  -2.195  0.63
H  3.697  -5.535  0.970  0.39
H  -0.268  -2.192  -5.198  0.52
H  -1.980  -2.026  -5.808  0.54
H  0.307  -2.577  -3.116  0.46
H  -0.224  -0.468  -1.174  -0.60
H  -1.067  -1.946  -0.639  0.11
H  1.745  -2.677  -1.547  0.48
H  0.975  -2.604  0.168  0.09
H  2.226  -0.109  -1.255  0.27
H  2.992  -1.114  0.114  0.47
H  1.449  -0.279  0.424  0.01
O  -1.342  4.311  1.788  -0.82
P  -1.446  2.817  2.010  1.11
O  -3.096  2.693  2.072  -0.27
C  -3.798  2.760  0.834  -0.61
C  -3.528  1.538  -0.022  -0.26
O  -1.089  2.878  3.621  -0.41
C  -0.473  4.011  4.226  -0.37
C  -1.522  4.946  4.800  -1.26
O  -1.335  1.137  2.074  -0.10
C  -1.128  0.369  3.262  0.58
C  -2.363  0.290  4.134  -1.33
H  -3.527  3.677  0.300  0.32
H  -4.862  2.818  1.069  0.35
H  -2.481  1.502  -0.338  -0.26
H  -4.152  1.545  -0.919  0.40
H  -3.726  0.624  0.539  0.20
H  0.193  4.521  3.530  0.38
H  0.156  3.636  5.040  0.34
H  -2.260  5.234  4.051  0.30
H  -1.055  5.846  5.202  0.38
H  -2.068  4.447  5.604  0.29
H  -0.257  0.727  3.809  -0.30
H  -0.875  -0.642  2.930  0.34
H  -2.715  1.271  4.450  0.23
H  -2.153  -0.298  5.030  0.47
H  -3.187  -0.179  3.591  0.32
O  4.507  0.404  2.027  -0.71
P  5.649  1.347  2.345  1.24
O  6.316  0.506  3.604  -0.34
C  7.092  -0.646  3.287  -0.34
C  8.391  -0.284  2.590  -1.00
O  4.720  2.432  3.178  -0.47
C  3.302  2.468  3.072  -0.38
C  2.663  1.638  4.170  -0.43
O  6.931  2.435  2.409  -0.39
C  6.917  3.681  3.110  -0.17
C  7.022  3.514  4.611  -1.00
H  6.502  -1.333  2.673  0.27
H  7.314  -1.151  4.230  0.32
H  8.198  0.150  1.604  0.29
H  9.018  -1.167  2.454  0.41
H  8.946  0.459  3.165  0.22
H  2.968  2.160  2.080  0.32
H  2.999  3.513  3.190  0.31
H  3.045  0.617  4.182  0.37
H  1.580  1.610  4.048  -0.36
H  2.893  2.069  5.148  0.31
H  6.054  4.280  2.819  0.25
H  7.794  4.235  2.762  0.36
H  6.213  2.912  5.022  0.21
H  6.999  4.490  5.100  0.38
H  7.954  3.010  4.876  0.29

electronic energy = -6469.77274 a.u.

***

# CHCl3FOP

A cluster of 2 separate species, CHCl3FOP in total (wB97M-V/def2-TZVPD, the Open Molecules 2025 dataset).

Last column: natural (NBO) charge in e.
CARTESIAN COORDINATES (ANGSTROEM)
C  -1.619  0.349  0.066  0.16
O  2.067  -0.825  -1.679  -0.97
F  -2.468  -0.499  0.582  -0.30
P  1.349  -0.606  -0.384  1.38
Cl  -1.396  1.734  1.056  0.03
Cl  1.788  -1.879  1.013  -0.22
Cl  1.868  1.211  0.366  -0.27
H  -1.588  0.514  -1.021  0.19

energy above the lowest of the compared OMol25 structures with the same formula, charge and spin = 78.0 kcal/mol

***

# C14H23NO4

The molecule C14H23NO4 (wB97M-V/def2-TZVPD, the Open Molecules 2025 dataset).

Last column: natural (NBO) charge in e.
CARTESIAN COORDINATES (ANGSTROEM)
C  -1.547  -1.149  2.752  -0.25
O  -0.223  -1.068  2.301  -0.55
C  0.424  -2.319  2.237  -0.08
C  1.845  -2.091  1.696  -0.23
N  1.898  -1.457  0.399  -0.64
H  1.319  -0.622  0.431  0.38
C  1.512  -2.300  -0.720  -0.23
C  0.888  -1.498  -1.856  -0.06
O  1.868  -0.680  -2.459  -0.54
C  1.424  0.038  -3.584  -0.08
C  0.955  1.475  -3.290  -0.09
O  -0.217  1.546  -2.510  -0.51
C  -0.131  1.687  -1.151  0.33
C  1.039  1.680  -0.406  -0.36
C  0.965  1.862  0.969  -0.16
C  -0.243  2.032  1.605  -0.31
C  -1.424  2.010  0.860  0.40
C  -1.364  1.846  -0.513  -0.38
H  -2.245  1.832  -1.133  0.23
O  -2.581  2.152  1.572  -0.51
C  -3.801  2.152  0.874  -0.25
H  -3.854  2.976  0.155  0.18
H  -3.965  1.204  0.350  0.18
H  -4.574  2.283  1.630  0.20
H  -0.304  2.166  2.672  0.22
H  1.876  1.857  1.546  0.22
H  1.999  1.502  -0.861  0.24
H  0.694  1.940  -4.247  0.19
H  1.768  2.047  -2.834  0.18
H  2.279  0.106  -4.264  0.19
H  0.614  -0.505  -4.089  0.17
H  0.056  -0.896  -1.464  0.17
H  0.481  -2.195  -2.609  0.17
H  2.412  -2.801  -1.092  0.19
H  0.782  -3.074  -0.434  0.17
H  2.369  -1.434  2.395  0.20
H  2.371  -3.048  1.649  0.19
H  0.472  -2.781  3.235  0.17
H  -0.141  -3.000  1.580  0.16
H  -1.598  -1.560  3.769  0.16
H  -2.156  -1.780  2.091  0.16
H  -1.940  -0.134  2.750  0.20

energy above the lowest of the compared OMol25 structures with the same formula, charge and spin = 77.5 kcal/mol